[1]
The following is a quantum chemistry calculation of a 2-piece molecular cluster, C5H12NS overall at a distorted geometry, from the OMol25 dataset.

Element x y z (Å)
C1 0.76881 2.47638 0.87194
C2 -0.45430 1.80848 0.33100
C3 -1.33247 1.14645 1.11067
N1 -2.10393 0.07216 0.73379
H1 0.83432 2.42943 1.95996
H2 1.63630 1.95144 0.45571
H3 0.86108 3.51575 0.52870
H4 -0.44729 1.43493 -0.69182
H5 -1.40694 1.44555 2.15657
H6 -2.87137 -0.19106 1.31754
H7 -2.06305 -0.29230 -0.23318
C4 1.32208 -1.73202 -0.49909
C5 0.41300 -2.32694 -1.57447
S1 -0.89970 -1.18442 -2.07643
H8 0.75230 -1.50582 0.40585
H9 1.77434 -0.80743 -0.86372
H10 2.14738 -2.40913 -0.23916
H11 -0.00034 -3.29284 -1.26470
H12 1.06977 -2.53862 -2.42917

Cartesian forces (eV/Å) of the 6 atoms listed first:
C 0.0 0.4 -0.6
C -0.5 -1.3 0.1
C 0.4 0.3 -0.1
N -0.2 0.4 -0.2
H -0.1 0.1 0.0
H 0.1 0.0 0.2

Values from the calculation:
- HOMO-LUMO gap (eV) = 6.5
- relative energy (zero: lowest compared OMol25 entry of this formula, charge and spin) (kJ/mol) = 59.04
- electronic energy (Ha) = -650.65332
- charge = -1

[2]
The following is a quantum chemistry calculation of one molecule with the formula C4H4O2S at a distorted geometry, from the OMol25 dataset.

Element x y z (Å)
C1 -0.52983 0.01591 -0.41858
C2 -1.34588 0.36990 0.65421
C3 0.69490 0.68509 1.29497
C4 0.82233 0.29254 -0.05753
H1 -0.83005 -2.20463 -1.55905
H2 -2.39855 0.22308 0.73744
H3 1.44302 1.03324 1.99357
H4 1.75154 -0.54971 -1.58222
O1 -0.64473 0.82871 1.65382
O2 1.91552 0.15850 -0.75341
S1 -0.87825 -0.85262 -1.96321

Cartesian forces (eV/Å) of the 6 atoms listed first:
C -0.7 -0.7 -0.4
C 0.3 -1.1 -2.7
C 0.8 0.5 -1.7
C -2.5 0.5 4.0
H 0.0 1.5 -0.1
H -0.4 0.2 0.3

Values from the calculation:
- HOMO-LUMO gap (eV) = 8.9
- relative energy (zero: lowest compared OMol25 entry of this formula, charge and spin) (kJ/mol) = 179.66
- electronic energy (Ha) = -703.42353
- SMILES string = Oc1cocc1S
- charge = 0

[3]
The following is a quantum chemistry calculation of a 2-piece molecular cluster, C6H6N2O overall at a distorted geometry, from the OMol25 dataset.

Element x y z (Å)
C1 -1.71888 -1.77363 0.70965
C2 1.66756 1.28014 0.70691
C3 -1.98563 0.38597 -0.51814
C4 1.77184 -0.60477 -0.70726
C5 -1.60428 -0.36790 0.52931
C6 2.35902 0.22099 0.14079
N1 -1.68202 -2.90300 0.92878
N2 0.96233 2.08759 1.16473
O1 -1.64865 1.70055 -0.71953
H1 -2.65927 -0.25312 -1.23191
H2 0.72753 -0.43673 -1.06413
H3 -0.82237 1.84028 -0.27919
H4 2.34774 -1.35184 -1.23583
H5 -1.06577 0.12005 1.31004
H6 3.35084 0.05543 0.26578

Cartesian forces (eV/Å) of the 6 atoms listed first:
C -0.2 0.0 -0.3
C -2.1 2.3 1.6
C -1.1 -2.1 -0.6
C -1.5 0.3 -1.4
C 0.4 1.1 -0.1
C -1.3 -1.0 -1.3

Values from the calculation:
- HOMO-LUMO gap (eV) = 9.6
- relative energy (zero: lowest compared OMol25 entry of this formula, charge and spin) (kJ/mol) = 219.16
- electronic energy (Ha) = -416.89020
- SMILES string = N#C/C=C/O.C=CC#N
- charge = 0

[4]
The following is a quantum chemistry calculation of one molecule with the formula C4H6O2 at a distorted geometry, from the OMol25 dataset.

Element x y z (Å)
O1 0.78643 1.00877 -1.33001
C1 0.51801 0.84880 -0.10977
C2 -0.88806 0.45974 0.20860
C3 -0.85468 -0.94396 -0.52871
O2 0.38481 -1.14628 -1.05921
C4 1.54339 0.43408 0.73968
H1 -1.61588 1.11982 -0.26879
H2 -1.10047 0.38040 1.27876
H3 -1.05695 -1.72655 0.22223
H4 -1.64395 -1.03278 -1.29236
H5 2.56042 0.43272 0.36183
H6 1.36694 0.16523 1.77776

Cartesian forces (eV/Å) of the 6 atoms listed first:
O -0.1 1.1 1.0
C 0.3 0.0 -1.5
C -0.3 -0.2 -0.1
C -0.9 0.3 0.2
O -0.2 -1.7 -0.3
C 0.8 0.7 1.0

Values from the calculation:
- HOMO-LUMO gap (alpha / beta) (eV) = 8.5 / 8.4
- relative energy (zero: lowest compared OMol25 entry of this formula, charge and spin) (kJ/mol) = 498.90
- electronic energy (Ha) = -306.31627
- charge = 0

[5]
The following is a quantum chemistry calculation of a 2-piece molecular cluster, C3H10N3S overall at a distorted geometry, from the OMol25 dataset.

Element x y z (Å)
C1 -0.95905 1.41241 -0.74316
C2 -1.40814 0.17683 -1.56557
C3 -1.16868 1.17152 0.71730
N1 -1.46561 0.02560 1.18882
N2 0.19904 -1.55606 -0.22563
N3 2.44703 -0.56141 1.24244
S1 -1.33202 -1.27368 -0.34342
H1 0.02140 1.53441 -1.06854
H2 -1.57338 2.26978 -1.12752
H3 -2.48001 0.29402 -1.79692
H4 -0.81440 -0.18400 -2.41423
H5 -1.01970 1.94996 1.36715
H6 0.31410 -2.52410 -0.30977
H7 0.91072 -0.98867 0.32516
H8 2.45219 -1.42961 1.86326
H9 2.45922 0.26128 1.83965
H10 3.41727 -0.57828 1.05097

Cartesian forces (eV/Å) of the 6 atoms listed first:
C -2.2 -0.4 -1.8
C -1.2 -1.0 1.7
C -0.2 -3.0 -2.1
N 0.2 -0.9 -1.6
N 1.3 0.5 0.4
N -0.3 -1.5 1.5

Values from the calculation:
- HOMO-LUMO gap (eV) = 10.3
- relative energy (zero: lowest compared OMol25 entry of this formula, charge and spin) (kJ/mol) = 254.44
- electronic energy (Ha) = -682.44358
- charge = +1

[6]
The following is a quantum chemistry calculation of one molecule with the formula C3H6N4 at a distorted geometry, from the OMol25 dataset.

Element x y z (Å)
C1 0.94225 -1.29479 -0.00618
C2 -0.30450 -0.65265 -0.01708
C3 -1.69666 0.94033 -0.00359
H1 1.67230 -0.96686 0.81998
H2 0.69481 -2.40012 0.03964
H3 1.46479 -1.26868 -0.98218
H4 -1.94333 1.97824 -0.41765
H5 1.12447 1.45739 1.05569
H6 1.51869 1.19640 -0.53522
N1 -1.48659 -1.18672 0.04213
N2 -2.35425 -0.11626 0.08621
N3 -0.37741 0.71550 -0.13153
N4 0.74544 1.59822 0.04979

Cartesian forces (eV/Å) of the 6 atoms listed first:
C 3.1 -3.4 0.1
C -1.0 1.5 -0.3
C 0.8 5.7 -2.1
H -1.2 -0.6 -1.1
H 0.6 1.1 0.6
H 0.0 0.5 0.4

Values from the calculation:
- HOMO-LUMO gap (eV) = 10.3
- relative energy (zero: lowest compared OMol25 entry of this formula, charge and spin) (kJ/mol) = 235.98
- electronic energy (Ha) = -336.85937
- SMILES string = Cc1nncn1N
- charge = 0

[7]
The following is a quantum chemistry calculation of a 2-piece molecular cluster, C3H11N3 overall at a distorted geometry, from the OMol25 dataset.

Element x y z (Å)
C1 1.88080 -1.52250 -3.02510
C2 1.63839 -1.40924 -1.65089
N1 0.33182 -1.93063 -1.15459
H1 1.29791 -2.23171 -3.65294
H2 2.59629 -1.00937 -3.58115
H3 2.42056 -1.15506 -0.95210
H4 -0.39153 -1.58260 -1.75721
H5 0.04525 -1.85666 -0.21244
N2 -1.38732 1.28066 2.80356
C3 -0.48227 1.43267 1.67667
N3 -1.32999 1.45075 0.39752
H6 -1.82914 2.13287 3.15702
H7 -0.95670 0.86268 3.63951
H8 0.16214 0.64423 1.69125
H9 -0.12922 2.45835 1.82381
H10 -2.19288 2.01779 0.47724
H11 -1.67410 0.41779 0.31983

Cartesian forces (eV/Å) of the 6 atoms listed first:
C -2.0 -1.2 3.0
C -1.8 -1.8 -2.7
N 2.5 0.5 -2.0
H -0.2 0.9 0.7
H 1.6 0.7 -0.2
H -0.3 0.7 0.2

Values from the calculation:
- HOMO-LUMO gap (eV) = 9.1
- relative energy (zero: lowest compared OMol25 entry of this formula, charge and spin) (kJ/mol) = 257.51
- electronic energy (Ha) = -285.07974
- SMILES string = C=CN.NCN
- charge = 0

[8]
The following is a quantum chemistry calculation of a 2-piece molecular cluster, C4H9O2 overall, from the OMol25 dataset.

Element x y z (Å)
C1 -1.44639 1.00277 1.38600
C2 -2.50808 0.36283 0.46800
O1 -2.78595 1.00372 -0.56848
O2 -2.88264 -0.77725 0.82055
H1 -0.47358 0.52811 1.19085
H2 -1.66021 0.83038 2.44873
H3 -1.28988 2.06961 1.22798
C3 2.24830 -0.59873 -0.43607
C4 1.00113 -0.66978 -1.30974
H4 2.25096 0.26911 0.22568
H5 2.37249 -1.47146 0.20491
H6 3.15958 -0.49550 -1.03565
H7 0.77946 -1.69269 -1.61500
H8 1.14138 -0.04167 -2.18362
H9 0.09344 -0.31946 -0.82414

Cartesian forces (eV/Å) of the 6 atoms listed first:
C 0.5 0.1 0.6
C 0.5 -0.2 -0.2
O -0.2 0.1 -0.1
O -0.2 0.0 0.0
H -0.2 -0.1 0.0
H -0.1 0.0 -0.2

Values from the calculation:
- HOMO-LUMO gap (eV) = 7.5
- relative energy (zero: lowest compared OMol25 entry of this formula, charge and spin) (kJ/mol) = 18.52
- electronic energy (Ha) = -308.33784
- charge = -1

[9]
The following is a quantum chemistry calculation of C22H44AlBrCl16F3O as an isolated structure at a distorted geometry, from the OMol25 dataset.

Element x y z (Å)
C1 1.10400 0.96716 0.35347
C2 1.02963 -0.05349 -0.87224
C3 0.87180 -1.57680 -0.44433
Br1 1.90423 -2.10485 1.17858
Al1 -1.07772 -2.19042 -0.21563
C4 -2.42132 -1.06165 -1.28557
C5 -3.61978 -0.44259 -0.43634
O1 -3.53199 -0.69735 0.97434
C6 -3.78386 1.12012 -0.75616
F1 -3.65720 1.42658 -2.09878
F2 -5.08694 1.53668 -0.39722
F3 -2.84371 1.83645 -0.03196
H1 1.99570 0.78477 1.01398
H2 0.15606 0.97702 0.96324
H3 1.22685 2.00366 -0.08212
H4 2.03493 0.03389 -1.41241
H5 0.25509 0.30474 -1.61415
H6 1.29719 -2.20301 -1.29818
H7 -1.14022 -3.68123 -0.83052
H8 -1.52091 -2.33639 1.32046
H9 -2.88727 -1.67596 -2.11447
H10 -1.84868 -0.22829 -1.79242
H11 -4.59131 -0.92068 -0.79061
H12 -4.39260 -1.07665 1.22484
Cl1 3.03486 2.46076 4.06542
C7 4.75820 2.23359 3.67205
C8 4.97355 1.98420 2.19590
Cl2 4.32688 0.40798 1.68492
H13 5.13747 1.41059 4.27826
H14 5.27620 3.14540 3.97455
H15 6.04178 1.97834 1.97141
H16 4.50277 2.75696 1.58673
Cl3 2.30810 4.54976 0.67620
C9 1.10343 5.86083 0.59619
C10 -0.06554 5.63195 1.53167
Cl4 -1.09381 4.26535 1.01966
H17 0.77339 5.95278 -0.43810
H18 1.62331 6.78075 0.87185
H19 -0.70254 6.51408 1.54631
H20 0.27134 5.43834 2.55095
Cl5 2.08945 4.88789 6.79098
C11 1.02586 3.59655 7.40175
C12 1.57422 2.94939 8.65520
Cl6 3.04746 2.00090 8.33505
H21 0.88662 2.86831 6.60223
H22 0.05995 4.05662 7.61522
H23 0.83687 2.25873 9.06686
H24 1.80945 3.69153 9.41856
Cl7 5.28728 1.17307 -1.89784
C13 5.38174 0.92968 -3.65861
C14 4.12105 0.30247 -4.21471
Cl8 3.92018 -1.38504 -3.68501
H25 6.25994 0.31877 -3.86920
H26 5.53555 1.91286 -4.10670
H27 4.16499 0.28899 -5.30505
H28 3.23174 0.85886 -3.91619
Cl9 -1.81425 -5.08352 1.23351
C15 -1.43098 -6.82070 1.16688
C16 -0.02645 -7.11583 1.64777
Cl10 1.21278 -6.49046 0.53174
H29 -1.58288 -7.15833 0.14595
H30 -2.15562 -7.33042 1.80548
H31 0.12377 -8.19547 1.71358
H32 0.15748 -6.68594 2.63283
Cl11 -1.58538 -9.57957 -0.27793
C17 -2.46106 -10.10167 -1.73809
C18 -3.12739 -8.94193 -2.44720
Cl12 -4.48039 -8.26787 -1.50547
H33 -3.18536 -10.86185 -1.44448
H34 -1.72737 -10.56738 -2.39780
H35 -3.54086 -9.27894 -3.39888
H36 -2.42097 -8.13596 -2.64919
Cl13 -0.53015 9.62973 1.11435
C19 -0.42273 9.36876 -0.64518
C20 -1.66939 8.71704 -1.20375
Cl14 -1.84766 7.03218 -0.65738
H37 0.46576 8.76864 -0.84352
H38 -0.28060 10.34914 -1.10228
H39 -1.61705 8.69308 -2.29332
H40 -2.56937 9.26249 -0.91846
Cl15 -1.54411 -2.10647 -4.34925
C21 -2.68768 -2.35648 -5.68851
C22 -3.61031 -3.53061 -5.43988
Cl16 -2.74628 -5.08860 -5.48722
H41 -2.11215 -2.48634 -6.60570
H42 -3.27218 -1.43938 -5.78058
H43 -4.37582 -3.57052 -6.21658
H44 -4.10898 -3.44972 -4.47371

Cartesian forces (eV/Å) of the 6 atoms listed first:
C -0.2 0.3 -0.8
C 1.8 0.2 0.9
C -0.7 0.6 -1.7
Br 0.0 0.2 -0.6
Al 0.0 -0.4 0.1
C -0.8 0.9 -0.1

Values from the calculation:
- HOMO-LUMO gap (eV) = 6.2
- relative energy (zero: lowest compared OMol25 entry of this formula, charge and spin) (kJ/mol) = 118.83
- electronic energy (Ha) = -11419.03861
- charge = -1

Please write out number 5 again, unchanged.
The following is a quantum chemistry calculation of a 2-piece molecular cluster, C3H10N3S overall at a distorted geometry, from the OMol25 dataset.

Element x y z (Å)
C1 -0.95905 1.41241 -0.74316
C2 -1.40814 0.17683 -1.56557
C3 -1.16868 1.17152 0.71730
N1 -1.46561 0.02560 1.18882
N2 0.19904 -1.55606 -0.22563
N3 2.44703 -0.56141 1.24244
S1 -1.33202 -1.27368 -0.34342
H1 0.02140 1.53441 -1.06854
H2 -1.57338 2.26978 -1.12752
H3 -2.48001 0.29402 -1.79692
H4 -0.81440 -0.18400 -2.41423
H5 -1.01970 1.94996 1.36715
H6 0.31410 -2.52410 -0.30977
H7 0.91072 -0.98867 0.32516
H8 2.45219 -1.42961 1.86326
H9 2.45922 0.26128 1.83965
H10 3.41727 -0.57828 1.05097

Cartesian forces (eV/Å) of the 6 atoms listed first:
C -2.2 -0.4 -1.8
C -1.2 -1.0 1.7
C -0.2 -3.0 -2.1
N 0.2 -0.9 -1.6
N 1.3 0.5 0.4
N -0.3 -1.5 1.5

Values from the calculation:
- HOMO-LUMO gap (eV) = 10.3
- relative energy (zero: lowest compared OMol25 entry of this formula, charge and spin) (kJ/mol) = 254.44
- electronic energy (Ha) = -682.44358
- charge = +1